# 1
{
  "formula": "C11H17BN6OSr",
  "method": "wB97M-V/def2-TZVPD",
  "homo_energy_ev": [-7.60, -7.60],
  "total_charge": 0,
  "gap_ev": [6.86, 6.86],
  "elements": ["H", "N", "B", "N", "C", "Sr", "H", "C", "H", "C", "H", "C", "H", "H", "H", "N", "N", "N", "N", "C", "C", "H", "H", "C", "C", "C", "C", "H", "H", "H", "H", "H", "C", "O", "H", "H", "H"],
  "xyz": [[-0.136, 2.716, 2.046], [0.189, 1.569, 0.315], [0.707, 0.706, -1.991], [0.650, 1.865, -0.953], [0.935, 3.176, -1.041], [-0.913, -0.776, 1.045], [1.311, 3.590, -1.970], [0.653, 3.758, 0.192], [0.761, 4.794, 0.468], [0.190, 2.712, 1.011], [1.085, 1.109, -3.048], [-1.889, -2.598, 1.682], [-2.638, -3.047, 2.332], [-0.902, -2.996, 1.967], [-2.157, -2.790, 0.633], [-0.719, 0.096, -2.071], [1.673, -0.389, -1.437], [-1.394, -0.423, -0.922], [1.360, -1.069, -0.272], [-1.515, -0.019, -3.143], [2.841, -0.838, -1.932], [-1.161, 0.336, -4.107], [3.235, -0.422, -2.850], [-2.716, -0.607, -2.764], [3.318, -1.833, -1.080], [-2.611, -0.845, -1.390], [2.362, -1.942, -0.053], [-3.556, -0.831, -3.410], [4.225, -2.399, -1.189], [-3.334, -1.298, -0.720], [2.360, -2.599, 0.811], [-2.134, -1.077, 2.133], [0.002, 0.470, 4.387], [-0.560, 0.474, 3.113], [0.977, -0.049, 4.386], [-0.658, -0.034, 5.113], [0.158, 1.512, 4.709]],
  "mulliken_charge": [0.454, 0.111, -0.031, -0.177, -0.135, 2.275, 0.433, -1.107, 0.369, -0.212, -0.132, -1.421, 0.397, 0.362, 0.361, 0.164, 0.015, -0.988, -0.146, -0.038, -0.173, 0.439, 0.428, -1.122, -0.999, -0.062, -0.343, 0.385, 0.380, 0.534, 0.430, 0.376, -0.810, -0.709, 0.242, 0.253, 0.198]
}



# 2
{
  "formula": "C11H17Br2F2N2O10S2",
  "method": "wB97M-V/def2-TZVPD",
  "homo_energy_ev": -5.82,
  "total_charge": -1,
  "gap_ev": 7.89,
  "elements": ["C", "N", "C", "S", "O", "O", "N", "S", "O", "O", "C", "Br", "C", "C", "Br", "H", "H", "H", "H", "H", "H", "H", "H", "H", "H", "H", "C", "C", "O", "C", "O", "O", "F", "H", "H", "H", "C", "C", "O", "C", "O", "O", "F", "H", "H", "H"],
  "xyz": [[-1.864, -3.194, 0.075], [-2.789, -2.589, 1.040], [-2.310, -1.347, 1.619], [-2.774, 0.066, 0.611], [-2.245, -0.159, -0.730], [-4.217, 0.134, 0.701], [-1.982, 1.199, 1.396], [-1.867, 2.656, 0.770], [-1.431, 3.559, 1.795], [-3.010, 3.041, -0.022], [-0.454, 2.426, -0.431], [1.082, 3.496, 0.070], [-0.867, 2.617, -1.879], [-1.359, 3.991, -2.291], [0.660, 2.146, -3.063], [-1.304, -2.452, -0.502], [-2.438, -3.804, -0.624], [-1.155, -3.849, 0.582], [-3.670, -2.387, 0.578], [-2.761, -1.172, 2.597], [-1.227, -1.352, 1.738], [-0.170, 1.393, -0.276], [-1.572, 1.825, -2.113], [-2.342, 4.172, -1.863], [-0.658, 4.762, -1.964], [-1.430, 4.039, -3.377], [-1.193, -6.948, -2.544], [0.001, -7.858, -2.346], [0.948, -6.999, -1.759], [0.279, -5.983, -1.127], [0.775, -5.226, -0.371], [-1.027, -6.001, -1.491], [0.490, -8.335, -3.520], [-1.128, -6.440, -3.508], [-2.153, -7.447, -2.447], [-0.176, -8.705, -1.680], [5.641, 5.233, 3.007], [4.210, 4.952, 3.430], [3.495, 5.167, 2.238], [4.332, 4.958, 1.183], [3.988, 4.830, 0.062], [5.620, 4.897, 1.622], [3.784, 5.821, 4.380], [5.859, 6.296, 3.124], [6.384, 4.636, 3.527], [4.023, 3.936, 3.780]],
  "mulliken_charge": [-0.717, -0.380, -0.634, 1.081, -0.669, -0.693, -0.476, 1.192, -0.694, -0.656, -0.583, -0.047, -0.066, -1.192, -0.181, 0.253, 0.273, 0.256, 0.314, 0.306, 0.332, 0.558, 0.382, 0.342, 0.286, 0.427, -0.417, 0.295, -0.339, 0.628, -0.436, -0.228, -0.291, 0.277, 0.257, 0.268, -0.423, 0.304, -0.254, 0.591, -0.455, -0.335, -0.279, 0.271, 0.263, 0.289]
}



# 3
{
  "formula": "C11H17Cl2GaNO2PS",
  "method": "wB97M-V/def2-TZVPD",
  "homo_energy_ev": -14.50,
  "total_charge": 2,
  "gap_ev": 6.79,
  "elements": ["C", "C", "H", "H", "H", "O", "Cl", "Ga", "P", "C", "C", "H", "H", "H", "C", "H", "H", "H", "H", "H", "H", "C", "O", "Cl", "S", "C", "N", "C", "C", "C", "C", "H", "H", "H", "H", "H"],
  "xyz": [[-1.735, 4.381, -2.259], [-1.197, 3.194, -1.567], [-1.513, 4.367, -3.334], [-1.281, 5.276, -1.814], [-2.825, 4.430, -2.115], [-0.690, 2.182, -2.021], [-1.257, 3.389, 0.333], [-0.993, 1.042, 0.583], [-2.096, -0.615, -0.649], [-1.154, -1.766, -1.676], [-3.032, -1.666, 0.500], [-3.640, 1.125, -1.281], [-4.190, -0.499, -1.792], [-2.903, 0.350, -2.717], [-3.323, 0.171, -1.720], [-3.378, -1.059, 1.342], [-3.891, -2.089, -0.035], [-1.855, -2.412, -2.225], [-0.512, -2.384, -1.037], [-2.390, -2.465, 0.884], [-0.529, -1.217, -2.390], [0.568, 0.801, -0.661], [1.466, 0.611, -1.368], [-2.176, 1.124, 2.441], [0.341, -1.005, 2.030], [1.990, -1.235, 1.760], [2.777, -0.179, 1.345], [4.140, -0.255, 1.274], [4.784, -1.434, 1.600], [4.016, -2.555, 1.954], [2.635, -2.458, 2.017], [2.316, 0.706, 1.135], [4.647, 0.656, 0.962], [5.871, -1.471, 1.589], [4.501, -3.499, 2.192], [1.991, -3.291, 2.287]],
  "mulliken_charge": [-1.080, 0.827, 0.334, 0.387, 0.346, -0.468, -0.121, 0.459, 0.979, -1.179, -1.203, 0.340, 0.470, 0.358, -1.323, 0.384, 0.442, 0.434, 0.331, 0.372, 0.394, 0.364, -0.227, -0.272, -0.276, 0.655, 0.032, -0.214, -0.604, -0.165, -0.627, 0.181, 0.421, 0.406, 0.424, 0.419]
}



# 4
{
  "formula": "C11H17Cl2NO2SZr",
  "method": "wB97M-V/def2-TZVPD",
  "homo_energy_ev": 0.81,
  "relative_energy_kj_mol": 195.2,
  "total_charge": -2,
  "gap_ev": 3.16,
  "elements": ["C", "C", "C", "C", "C", "C", "C", "C", "C", "C", "Zr", "Cl", "Cl", "O", "H", "H", "H", "H", "H", "H", "H", "H", "H", "H", "H", "H", "H", "H", "H", "H", "O", "H", "S", "C", "N"],
  "xyz": [[-0.690, 0.672, -2.659], [-1.547, -0.419, -2.497], [-0.749, -1.588, -2.315], [-3.021, -0.342, -2.463], [0.620, -1.188, -2.316], [0.652, 0.224, -2.441], [1.854, 1.071, -2.445], [-1.118, 2.072, -2.842], [-1.256, -2.948, -2.073], [1.788, -2.096, -2.146], [1.013, 1.461, 1.536], [-3.088, -1.234, 0.581], [-0.591, 2.959, 0.319], [1.575, -0.182, 0.631], [-3.489, 0.599, -2.141], [-3.390, -1.062, -1.727], [-3.331, -0.570, -3.486], [-2.047, -2.940, -1.306], [-0.442, -3.573, -1.690], [-1.665, -3.417, -2.983], [1.594, -2.731, -1.275], [2.733, -1.564, -1.988], [1.949, -2.782, -2.993], [2.682, 0.519, -2.899], [2.208, 1.459, -1.488], [1.640, 1.969, -3.015], [-1.889, 2.261, -2.077], [-1.546, 2.327, -3.836], [-0.196, 2.636, -2.638], [1.634, -1.191, 0.489], [2.250, 2.817, 1.328], [2.610, 3.649, 1.096], [1.274, 0.931, 6.443], [1.030, 1.031, 4.896], [0.947, 1.167, 3.702]],
  "mulliken_charge": [0.365, 0.363, 0.212, -1.416, 0.023, 1.031, -1.467, -1.391, -1.397, -1.714, 2.186, -0.872, -0.512, -0.756, 0.291, 0.267, 0.244, 0.273, 0.351, 0.190, 0.389, 0.349, 0.295, 0.415, 0.070, 0.463, 0.241, 0.202, 0.347, 0.278, -0.709, 0.281, -0.466, 0.422, -0.846]
}